No. 1
ORCA calculation (ωB97M-V with the def2-TZVPD basis set) on C11H21EuN9O3SSe2 as an isolated structure in a non-equilibrium geometry.

Results
HOMO energy (alpha / beta), eV: -0.14 / -0.80
HOMO-LUMO gap (alpha / beta), eV: 3.80 / 4.45
DFT total energy, a.u.: -7061.6555
Charge: -2
Spin multiplicity: 8

Each line ends with the Mulliken charge.
Element x y z (Å)
Eu -0.7968 0.2383 -0.6125  0.944
O 3.6708 3.2081 -2.3561  -0.659
C 2.2966 3.2053 -1.9253  -1.332
C 2.2290 3.3425 -0.3437  1.723
C 3.4110 4.3007 0.0073  -0.873
O 3.0613 4.9232 1.2555  -0.516
C 2.4401 1.9565 0.3486  -0.927
Se 2.2193 0.3579 -0.7777  -0.732
C 0.8980 3.9624 -0.0214  -1.410
Se -0.6450 3.0863 -0.9917  -0.534
H 3.9899 2.3281 -2.2542  0.363
H 1.7630 2.2941 -2.2092  0.495
H 1.8170 4.0413 -2.4009  0.521
H 3.5467 5.0998 -0.7718  0.355
H 4.3141 3.7086 0.1369  0.356
H 3.8415 5.4444 1.5385  0.293
H 1.7440 1.8331 1.1891  0.274
H 3.4640 1.7923 0.7182  0.281
H 0.8000 4.9717 -0.4228  0.416
H 0.6555 3.9403 1.0407  0.456
N -3.4307 0.0221 2.0102  -0.092
C -3.9048 0.1326 0.6895  0.399
N -5.1785 0.2452 0.3657  -0.606
N -5.1509 0.3376 -1.0029  -0.548
N -3.9542 0.2358 -1.4166  -0.501
N -3.0963 0.1260 -0.3952  0.332
C -2.1212 0.2048 2.4527  0.466
N -1.9109 0.3219 3.7747  -0.573
N -0.6152 0.5943 3.8493  -0.767
N -0.0280 0.6518 2.6987  -0.360
N -1.0133 0.4176 1.7589  0.360
H -4.1188 0.1515 2.7473  0.268
C -3.0934 -4.5232 0.0797  -1.001
C -1.7284 -4.5059 -0.5272  -0.465
S -0.6235 -3.3364 0.3616  0.359
O -0.6499 -2.0364 -0.5012  -0.438
C 0.9678 -4.1240 -0.1133  -0.523
C 1.3173 -4.2753 -1.5498  -1.076
H -3.7889 -4.9776 -0.6704  0.323
H -3.3350 -3.4797 0.3763  0.191
H -3.1490 -5.0861 1.0064  0.306
H -1.8250 -4.1669 -1.5584  0.301
H -1.3017 -5.5075 -0.5939  0.434
H 0.9978 -5.1026 0.4260  0.427
H 1.7215 -3.4943 0.3999  0.389
H 0.9134 -5.1719 -2.0285  0.312
H 2.4234 -4.2545 -1.6363  0.322
H 0.9563 -3.4336 -2.1512  0.265

Forces on atoms 1 to 3 (eV/Å):
1.99 1.39 -1.05
-0.45 0.90 -0.53
0.48 -0.23 1.33

---

No. 2
ORCA calculation (ωB97M-V with the def2-TZVPD basis set) on C48H77AsBaF3N7O2S2Si4 as an isolated structure in a non-equilibrium geometry.

Results
HOMO energy, eV: -2.46
HOMO-LUMO gap, eV: 6.23
Relative energy (zero: lowest compared OMol25 entry of this formula, charge and spin), kcal/mol: 12.0
DFT total energy, a.u.: -6924.6277
Charge: -2
Spin multiplicity: 1

Each line ends with the Mulliken charge.
Element x y z (Å)
Ba 0.1530 -0.1647 -1.6324  1.302
C 3.3887 -2.6663 -1.6627  -1.088
N 3.1193 -1.5977 -0.7168  2.051
C 2.9968 -2.1561 0.6210  0.308
C 4.1663 -0.5836 -0.7391  -1.145
C 4.0684 0.3568 -1.9297  -1.379
N 2.8709 1.1734 -1.8842  1.793
C 2.6781 1.9091 -3.1259  -0.969
C 2.8592 2.1127 -0.7695  -0.034
H 4.3098 -3.2155 -1.3881  0.273
H 3.5034 -2.2777 -2.6722  0.501
H 2.5555 -3.3710 -1.6648  -0.294
H 3.9234 -2.6806 0.9272  0.357
H 2.1733 -2.8693 0.6374  -1.031
H 2.7838 -1.3611 1.3356  -0.876
H 5.1696 -1.0540 -0.7324  0.390
H 4.0826 -0.0108 0.1849  0.420
H 4.0464 -0.2074 -2.8640  0.361
H 4.9781 0.9892 -1.9552  0.376
H 3.5131 2.6091 -3.3131  0.316
H 1.7452 2.4703 -3.0611  -0.052
H 2.5892 1.2161 -3.9630  0.247
H 3.6800 2.8505 -0.8534  0.250
H 2.9156 1.6133 0.1941  -0.571
H 1.9131 2.6575 -0.7858  -0.301
C -0.3323 6.7095 -2.9129  -0.936
C -1.7957 6.9309 -2.6649  1.536
C -2.4819 7.9565 -3.3065  -0.680
C -3.8177 8.2217 -3.0421  -0.604
C -4.4964 7.4470 -2.1135  -0.620
C -3.8400 6.4029 -1.4821  -0.800
C -2.4999 6.1322 -1.7512  -0.420
N -1.8394 5.1013 -1.0562  0.510
C -1.3171 3.9181 -1.6448  0.071
N -1.6827 3.7913 -2.9439  0.115
C -1.4340 2.8181 -3.9738  -0.307
C -0.7591 1.6253 -3.7210  0.119
C -0.6720 0.7948 -4.8537  -0.632
C -1.1909 1.1028 -6.1058  -1.052
C -1.8409 2.3130 -6.2872  -1.068
C -1.9730 3.1938 -5.2222  1.440
C -2.7065 4.4968 -5.4364  -1.279
N -0.5988 3.1154 -0.9351  0.440
C -0.4475 3.4767 0.4271  -1.073
C -1.3689 2.9754 1.3511  -0.164
C -1.2908 3.3037 2.6932  -0.631
C -0.2668 4.1288 3.1403  -1.005
C 0.6546 4.6176 2.2304  -0.740
C 0.5753 4.3215 0.8716  1.893
C 1.5529 4.9552 -0.0813  -2.343
H 0.1229 7.6060 -3.3346  0.579
H -0.1607 5.8759 -3.5983  0.201
H 0.1750 6.4554 -1.9822  -0.195
H -1.9420 8.5724 -4.0174  0.381
H -4.3219 9.0316 -3.5542  0.373
H -5.5388 7.6394 -1.8932  0.384
H -4.3649 5.7654 -0.7806  0.490
H -2.1205 4.9672 -0.0959  0.214
H -2.3700 4.4740 -3.2098  -0.442
H -0.1607 -0.1619 -4.7721  0.188
H -1.0940 0.4046 -6.9315  0.449
H -2.2585 2.5819 -7.2530  0.239
H -3.0372 4.5742 -6.4730  0.376
H -2.0826 5.3698 -5.2236  0.181
H -3.6039 4.5849 -4.8109  0.322
H -2.1471 2.3160 0.9871  0.535
H -2.0107 2.8901 3.3873  0.401
H -0.1811 4.3763 4.1918  0.828
H 1.4630 5.2547 2.5757  0.385
H 2.5809 4.7394 0.2182  0.453
H 1.4274 6.0415 -0.0877  0.463
H 1.4124 4.5907 -1.0981  0.199
C 1.8205 2.4136 5.5600  -0.726
Si 0.9354 0.7566 5.4929  0.113
C -0.3365 0.8372 6.8997  -1.305
C 2.1169 -0.6264 5.9585  -1.018
C -0.0390 0.3759 3.9409  1.587
C -1.3884 0.0806 3.9928  0.102
C -2.0860 -0.2420 2.8339  -2.039
C -1.3677 -0.2747 1.6563  0.386
N -0.0605 -0.0143 1.5468  1.248
C 0.6193 0.3327 2.6688  -1.115
S 2.3097 0.6724 2.6086  -0.675
H 2.0225 2.6728 6.6057  0.387
H 1.2166 3.2104 5.1181  0.030
H 2.7556 2.3627 5.0079  0.227
H 0.1579 1.1491 7.8241  0.353
H -0.8105 -0.1304 7.0850  0.296
H -1.1261 1.5635 6.6876  0.324
H 2.6147 -0.4083 6.9083  0.466
H 2.8698 -0.7411 5.1795  0.275
H 1.5812 -1.5736 6.0650  0.147
H -1.9152 0.1082 4.9422  0.244
H -3.1433 -0.4740 2.8345  0.480
H -1.8731 -0.5376 0.7309  -0.483
C 0.2130 -7.6057 0.6242  -1.206
Si 0.9472 -5.9584 0.0758  0.423
C 2.7383 -5.9570 0.6564  -0.994
C 0.9173 -5.9268 -1.7991  -0.958
As -0.1014 -4.0086 0.8511  0.890
Si 0.2334 -4.1449 3.1684  -0.386
C -1.1339 -3.2347 4.0724  -0.304
C 1.8637 -3.2846 3.4888  -0.287
C 0.3167 -5.8817 3.9005  -1.073
Si -2.3809 -4.4864 0.4948  0.309
C -2.9863 -6.1484 1.1639  -1.242
C -2.6150 -4.4216 -1.3558  -0.554
C -3.3994 -3.1623 1.3272  -0.130
H 0.8786 -8.4054 0.2801  0.402
H -0.7643 -7.7722 0.1710  0.273
H 0.1111 -7.6910 1.7055  0.249
H 3.2281 -6.8716 0.3069  0.483
H 2.8201 -5.9272 1.7451  0.208
H 3.2900 -5.1060 0.2546  0.230
H 1.8375 -6.3560 -2.2070  0.417
H 0.8104 -4.9087 -2.1746  -0.258
H 0.0795 -6.5125 -2.1853  0.454
H -1.4142 -2.3127 3.5555  -0.300
H -0.7932 -2.9637 5.0770  0.344
H -2.0245 -3.8593 4.1746  0.432
H 1.8184 -2.2364 3.1786  -0.405
H 2.6813 -3.7564 2.9389  0.312
H 2.1123 -3.3074 4.5543  0.463
H -0.6078 -6.4350 3.7246  0.244
H 0.4576 -5.7973 4.9835  0.352
H 1.1484 -6.4648 3.5018  0.269
H -2.8404 -6.9558 0.4450  0.325
H -4.0597 -6.0700 1.3629  0.390
H -2.4895 -6.4269 2.0953  0.222
H -1.9856 -5.1477 -1.8742  0.223
H -2.3565 -3.4278 -1.7282  -0.238
H -3.6602 -4.6168 -1.6127  0.500
H -3.5220 -3.3569 2.3947  0.300
H -4.3870 -3.1256 0.8594  0.501
H -2.9596 -2.1719 1.2025  -0.645
S -5.2162 -1.1803 -1.1107  -0.503
C -3.6036 -0.9496 -1.3239  0.298
N -2.4538 -0.7854 -1.4659  -1.572
F 2.4202 -3.8932 -4.5426  -0.290
C 1.2452 -3.2247 -4.6551  0.798
F 0.2795 -4.1482 -4.7427  -0.264
F 1.2818 -2.5721 -5.8265  -0.250
C 1.0582 -2.2615 -3.4457  0.610
O 1.6057 -1.1508 -3.5533  -0.419
O 0.3878 -2.6856 -2.4894  0.072

Forces on atoms 1 to 3 (eV/Å):
0.14 1.11 1.05
0.17 -0.05 0.10
0.04 -0.04 -0.03

---

No. 3
ORCA calculation (ωB97M-V with the def2-TZVPD basis set) on a 8-piece molecular cluster, C8H32N16O8 overall in a non-equilibrium geometry.

Results
HOMO energy, eV: -8.69
HOMO-LUMO gap, eV: 8.37
Relative energy (zero: lowest compared OMol25 entry of this formula, charge and spin), kcal/mol: 152.4
DFT total energy, a.u.: -1802.1856
Spin multiplicity: 1

Each line ends with the Mulliken charge.
Element x y z (Å)
C 1.0712 0.0463 0.2831  0.762
O 1.5856 -0.6987 1.1312  -0.700
N 0.5889 -0.4096 -0.8120  -0.232
N 1.0182 1.2991 0.4825  0.143
H 0.4914 -1.4135 -0.7599  -0.308
H 0.1029 0.2061 -1.4483  0.425
H 1.1854 1.5618 1.4433  0.286
H 0.6632 1.9238 -0.2273  -0.046
C 0.7132 2.1130 -3.0551  0.608
O -0.3311 1.8071 -2.4449  -0.873
N 1.8505 1.7014 -2.8328  -0.212
N 0.7917 3.0036 -4.0130  -0.377
H 1.9786 0.9895 -2.1278  0.160
H 2.6742 1.8856 -3.3876  0.193
H 1.7205 3.2350 -4.3351  0.148
H -0.0643 3.3500 -4.4224  0.254
C 2.5196 -4.3692 1.4399  0.656
O 3.3046 -5.2379 1.2169  -0.734
N 1.9574 -3.5337 0.6497  0.180
N 1.9690 -4.4750 2.5767  -0.355
H 2.1407 -3.4159 -0.3365  0.119
H 1.1493 -3.0614 1.0291  -0.286
H 1.1424 -4.0074 2.9204  0.147
H 2.2299 -5.3292 3.0483  0.216
C 0.1103 -5.1336 -3.1979  0.609
O 0.8041 -5.6288 -4.0950  -0.728
N -0.9485 -5.6310 -2.7406  -0.249
N 0.3428 -3.8897 -2.7867  -0.293
H -1.3840 -5.2742 -1.9021  0.125
H -1.2099 -6.5394 -3.0963  0.204
H 1.1541 -3.3856 -3.1151  0.144
H -0.3589 -3.5486 -2.1454  0.122
C 0.9996 3.9847 2.7571  0.665
O 1.4566 2.8988 2.8205  -0.727
N -0.3053 4.2639 3.0482  -0.318
N 1.6563 5.0509 2.5258  -0.421
H -0.8816 3.4782 3.3136  0.104
H -0.7286 5.1808 3.0632  0.152
H 1.1388 5.8208 2.1265  0.195
H 2.6627 4.9709 2.5556  0.247
C -1.9327 0.4209 2.4442  0.661
O -2.2947 -0.2229 1.4497  -0.696
N -2.6872 0.8756 3.3676  -0.404
N -0.7269 0.6723 2.8224  -0.275
H -2.3281 1.6554 3.8996  0.140
H -3.6772 0.6768 3.3486  0.271
H -0.0053 0.4400 2.1550  0.118
H -0.7473 1.0515 3.7583  0.210
C -1.5288 4.6397 -1.1813  0.531
O -2.1723 5.5233 -0.5769  -0.759
N -2.1905 3.9018 -2.0497  -0.303
N -0.2916 4.4246 -0.9343  -0.189
H -3.1968 3.8521 -1.9780  0.209
H -1.6416 3.2545 -2.5973  0.216
H 0.3148 3.7468 -1.3735  0.068
H 0.1508 5.2415 -0.5380  0.179
C -1.5039 -3.4560 0.2668  0.515
O -1.7266 -4.6797 0.0667  -0.859
N -1.7216 -2.6275 -0.6479  -0.231
N -1.0921 -2.9564 1.3548  -0.168
H -2.1033 -3.1242 -1.4401  0.383
H -1.6893 -1.6284 -0.5032  0.122
H -1.0931 -3.5078 2.2010  0.280
H -1.0759 -1.9628 1.5355  -0.026

Forces on atoms 1 to 3 (eV/Å):
2.22 -2.81 2.84
-0.52 -0.32 0.54
-1.20 -2.30 -3.67